DFT (the ωB97M-V functional and the def2-TZVPD basis) results for a single C6H4OS molecule at a distorted geometry.

```
12
Properties=species:S:1:pos:R:3:forces:R:3:nbo_charge:R:1
C -4.512 -0.751 0.685 2.2 -0.4 0.4 -0.15
C -3.339 -0.730 0.295 -2.1 0.3 0.6 -0.10
C -1.984 -0.609 -0.041 1.4 -0.1 0.6 0.02
C -0.757 -0.556 -0.078 -3.8 -0.9 0.1 -0.05
C 0.668 -0.484 -0.164 -0.6 -1.4 -0.6 0.21
O 1.461 -1.352 -0.316 1.2 -3.3 0.0 -0.53
S 1.106 1.058 -0.208 0.8 6.3 0.6 0.37
C 2.894 1.097 -0.359 1.2 -1.6 0.4 -0.78
H -5.384 -0.895 1.362 1.0 0.3 -1.4 0.26
H 3.401 0.294 0.278 -1.0 0.9 -0.9 0.26
H 3.094 0.879 -1.418 0.3 0.2 0.4 0.24
H 3.352 2.048 -0.037 -0.8 -0.2 -0.3 0.25
```
Positions in Å, forces in eV/Å.

Results
Energy relative to the best compared isomer or geometry (same formula, charge and spin) = 1.357 eV
Net charge = 0
Molecular weight = 124.16 g/mol
LUMO energy = -0.40 eV
HOMO-LUMO gap = 9.233 eV
SMILES string = C#CC#CC(=O)SC

=====

DFT (the ωB97M-V functional and the def2-TZVPD basis) results for a single C4H8N2OS molecule at a distorted geometry.

```
16
Properties=species:S:1:pos:R:3:forces:R:3:nbo_charge:R:1
C 0.165 -0.462 0.211 -1.9 3.3 0.9 0.38
C 1.884 -2.032 -0.157 -3.4 1.2 -0.3 -0.14
C 1.179 0.405 0.921 0.4 0.2 0.7 -0.71
C -1.226 1.181 -0.870 -1.7 4.1 0.6 -0.46
N 0.563 -1.586 -0.255 4.1 -4.6 -1.1 -0.45
N -1.151 -0.008 -0.104 0.6 -1.0 -0.4 -0.50
O -3.815 0.718 -0.055 0.0 0.2 -0.1 -0.83
S -2.948 -0.291 0.564 1.5 -0.9 0.4 1.00
H 2.694 -1.537 0.409 -0.7 -0.1 -0.4 0.16
H 2.161 -2.920 -0.741 -0.4 0.4 0.4 0.19
H 2.056 0.652 0.207 -1.3 -0.4 1.2 0.23
H 1.550 -0.310 1.756 -0.2 1.6 -1.1 0.23
H 0.758 1.350 1.366 0.5 -1.0 -0.5 0.24
H -0.434 1.306 -1.565 1.1 -0.1 -0.2 0.21
H -2.151 1.389 -1.519 0.9 -1.2 1.2 0.25
H -1.285 2.144 -0.168 0.4 -1.7 -1.3 0.19
```
Positions in Å, forces in eV/Å.

Results
Energy relative to the best compared isomer or geometry (same formula, charge and spin) = 6.431 eV
Net charge = 0
Molecular weight = 132.19 g/mol
LUMO energy (alpha / beta) = -1.87 / -2.57 eV
HOMO-LUMO gap (alpha / beta) = 5.415 / 3.579 eV

=====

DFT (the ωB97M-V functional and the def2-TZVPD basis) results for a single C4H8O2 molecule.

```
14
Properties=species:S:1:pos:R:3:forces:R:3:nbo_charge:R:1
O -1.983 0.617 -0.433 0.0 -0.4 0.3 -0.58
C -1.644 -0.370 0.188 -0.1 0.3 0.0 0.46
C -0.344 -1.087 0.007 -0.1 -0.1 -0.1 -0.51
C 0.785 -0.291 -0.644 -0.1 0.0 -0.1 -0.44
C 1.176 0.958 0.184 0.3 -0.1 -0.1 -0.06
O 0.180 1.329 1.111 -0.1 0.2 0.0 -0.72
H -2.346 -0.882 0.876 -0.1 0.1 -0.1 0.12
H -0.751 -1.847 -0.679 0.6 -0.4 0.0 0.24
H -0.041 -1.598 0.928 -0.2 0.1 -0.1 0.23
H 1.661 -0.940 -0.774 -0.2 0.1 0.0 0.22
H 0.458 0.006 -1.644 0.0 0.0 0.1 0.21
H 1.392 1.795 -0.495 0.0 -0.2 0.1 0.17
H 2.082 0.784 0.772 -0.1 -0.1 -0.1 0.18
H -0.606 1.525 0.582 0.1 0.3 0.3 0.48
```
Positions in Å, forces in eV/Å.

Results
Energy relative to the best compared isomer or geometry (same formula, charge and spin) = 1.369 eV
Net charge = 0
Molecular weight = 88.11 g/mol
LUMO energy = 0.96 eV
HOMO-LUMO gap = 11.076 eV
SMILES string = O=CCCCO

=====

DFT (the ωB97M-V functional and the def2-TZVPD basis) results for a gas-phase ion, C2H6N3O2S (charge +1) at a distorted geometry.

```
14
Properties=species:S:1:pos:R:3:forces:R:3:nbo_charge:R:1
C -1.829 0.363 0.239 -0.2 0.8 1.2 0.35
C 2.326 -0.891 -0.131 -1.8 0.6 -0.2 -0.80
N -3.087 0.580 0.087 3.6 0.1 1.2 -0.63
N 1.411 1.194 0.903 0.4 1.1 0.8 -0.84
N -0.917 -0.453 -0.392 -1.5 0.1 0.4 0.42
O -0.824 -1.600 -0.040 0.3 -0.5 -0.1 -0.31
O -0.107 0.166 -1.119 -0.1 0.1 -1.8 -0.49
S 1.789 0.792 -0.498 0.3 -1.0 0.8 1.25
H 2.913 -1.298 -0.860 2.1 -0.4 -2.1 0.26
H 1.499 -1.563 -0.170 -1.0 -0.1 0.4 0.28
H 2.776 -0.920 0.810 0.7 0.3 1.5 0.27
H -3.667 0.247 -0.585 -2.0 -1.6 -2.9 0.41
H -3.511 1.182 0.737 -0.6 0.9 1.1 0.43
H 1.226 2.201 1.019 -0.1 -0.4 -0.3 0.40
```
Positions in Å, forces in eV/Å.

Results
Energy relative to the best compared isomer or geometry (same formula, charge and spin) = 5.389 eV
Net charge = +1
Molecular weight = 136.16 g/mol
LUMO energy (alpha / beta) = -5.65 / -5.65 eV
HOMO-LUMO gap (alpha / beta) = 8.682 / 8.684 eV

=====

no.,E_tot (eV)
1,-19164.7586
2,-20134.4036
3,-8371.9126
4,-21557.6561